{"formula": "C24H24N2O5", "method": "the ωB97M-V functional and the def2-TZVPD basis", "elements": ["C", "C", "H", "H", "O", "C", "O", "C", "C", "H", "H", "H", "O", "C", "C", "C", "C", "C", "C", "C", "C", "N", "C", "O", "C", "C", "O", "N", "C", "C", "C", "C", "C", "C", "C", "H", "H", "C", "H", "H", "H", "H", "H", "H", "H", "H", "H", "H", "H", "H", "H", "H", "H", "H", "H"], "xyz": [[-1.486, 5.725, 1.414], [-0.146, 6.059, 2.053], [0.482, 6.610, 1.345], [-0.276, 6.640, 2.968], [0.551, 4.879, 2.461], [1.237, 4.229, 1.531], [1.331, 4.572, 0.380], [1.960, 3.001, 2.092], [3.325, 3.444, 2.615], [3.882, 2.579, 2.964], [3.186, 4.128, 3.448], [3.881, 3.938, 1.823], [1.265, 2.392, 3.164], [0.086, 1.759, 2.817], [-1.117, 2.348, 3.144], [-2.324, 1.735, 2.815], [-2.324, 0.531, 2.152], [-1.117, -0.102, 1.844], [0.111, 0.495, 2.187], [1.314, -0.220, 1.912], [1.248, -1.435, 1.333], [0.064, -2.011, 0.976], [-1.158, -1.395, 1.171], [-2.191, -1.936, 0.794], [0.091, -3.314, 0.337], [0.626, -3.162, -1.097], [1.820, -2.997, -1.266], [-0.280, -3.186, -2.095], [0.027, -3.044, -3.458], [1.267, -2.941, -4.063], [1.310, -2.823, -5.445], [0.151, -2.806, -6.202], [-1.091, -2.904, -5.587], [-1.144, -3.023, -4.216], [-2.339, -3.122, -3.317], [-3.021, -3.913, -3.627], [-2.895, -2.182, -3.318], [-1.721, -3.405, -1.939], [-2.133, -2.751, -1.168], [-1.894, -4.447, -1.648], [-1.999, -2.887, -6.170], [0.210, -2.715, -7.276], [2.269, -2.744, -5.935], [2.170, -2.953, -3.477], [0.792, -3.957, 0.877], [-0.913, -3.732, 0.388], [2.129, -2.013, 1.101], [2.265, 0.190, 2.206], [-3.243, 0.040, 1.868], [-3.255, 2.214, 3.076], [-1.099, 3.295, 3.661], [2.084, 2.303, 1.250], [-2.001, 6.645, 1.152], [-2.105, 5.154, 2.101], [-1.331, 5.140, 0.511]], "forces_ev_per_angstrom": [[0.37, -0.10, 0.14], [-0.22, 0.42, -0.35], [-0.08, -0.03, 0.18], [0.07, -0.06, -0.11], [-0.03, -0.07, 0.44], [0.09, -0.38, -0.28], [0.04, 0.03, 0.03], [0.27, 0.21, -0.26], [-0.34, -0.18, -0.06], [0.06, -0.07, 0.01], [0.02, 0.08, 0.07], [0.06, 0.04, -0.05], [-0.07, -0.26, 0.11], [-0.24, 0.02, -0.06], [0.34, 0.00, 0.03], [-0.05, -0.13, -0.09], [-0.05, -0.08, -0.03], [0.11, 0.48, 0.23], [-0.31, 0.07, 0.02], [0.24, -0.34, -0.12], [0.60, 0.66, 0.35], [-0.33, -0.07, 0.02], [-0.11, -0.23, -0.11], [-0.15, 0.09, 0.11], [0.01, -0.30, -0.31], [-0.19, -0.13, 0.46], [0.25, 0.03, 0.03], [0.05, 0.11, -0.07], [0.01, 0.04, -0.57], [0.22, 0.00, 0.10], [-0.06, 0.00, -0.07], [0.00, 0.02, -0.15], [0.08, -0.01, 0.09], [0.17, -0.05, 0.10], [-0.01, 0.06, -0.02], [-0.02, 0.03, 0.05], [-0.03, -0.03, 0.04], [-0.64, -0.16, 0.35], [0.10, -0.21, -0.11], [-0.03, 0.10, -0.01], [-0.09, 0.00, -0.07], [0.02, 0.01, -0.10], [0.08, 0.01, -0.04], [0.01, 0.00, 0.02], [-0.09, 0.09, -0.12], [0.16, 0.05, 0.03], [0.01, -0.04, -0.02], [0.13, -0.03, -0.01], [-0.07, -0.03, -0.01], [-0.08, 0.03, 0.02], [0.04, 0.07, 0.03], [-0.10, 0.17, 0.17], [-0.08, 0.09, -0.03], [-0.10, -0.02, 0.05], [-0.03, -0.02, -0.07]], "nbo_charge": [-0.634, -0.076, 0.200, 0.190, -0.506, 0.773, -0.598, 0.007, -0.612, 0.221, 0.221, 0.226, -0.526, 0.356, -0.233, -0.223, -0.151, -0.152, -0.073, -0.300, 0.062, -0.398, 0.659, -0.653, -0.309, 0.672, -0.622, -0.430, 0.215, -0.252, -0.201, -0.222, -0.192, -0.063, -0.417, 0.223, 0.220, -0.230, 0.256, 0.192, 0.212, 0.212, 0.214, 0.254, 0.227, 0.252, 0.234, 0.231, 0.238, 0.217, 0.231, 0.203, 0.218, 0.207, 0.227], "e_above_lowest_ev": 0.000, "energy_ha": -1414.727687, "total_charge": 0, "smiles": "CCOC(=O)[C@@H](C)Oc1cccc2c(=O)n(CC(=O)N3CCc4ccccc43)ccc12", "orbital_gap_ha": 0.318}


{"formula": "C24H24N2O7S", "method": "the ωB97M-V functional and the def2-TZVPD basis", "elements": ["C", "H", "O", "C", "C", "C", "C", "C", "C", "O", "C", "H", "H", "H", "H", "S", "O", "O", "N", "H", "C", "H", "C", "O", "H", "H", "H", "H", "C", "H", "H", "C", "N", "C", "O", "C", "C", "C", "C", "C", "C", "C", "C", "C", "C", "C", "O", "H", "H", "H", "H", "H", "H", "H", "H", "H", "H", "H"], "xyz": [[5.909, 0.618, -1.566], [6.314, -0.395, -1.528], [4.701, 0.672, -2.295], [3.587, 0.030, -1.866], [2.445, 0.316, -2.606], [1.196, -0.229, -2.336], [1.115, -1.118, -1.279], [2.244, -1.453, -0.550], [3.484, -0.886, -0.798], [4.593, -1.188, -0.064], [4.410, -1.855, 1.167], [3.658, -1.346, 1.776], [5.379, -1.816, 1.663], [4.126, -2.902, 1.017], [2.134, -2.195, 0.219], [-0.357, -1.941, -0.700], [-0.031, -3.323, -0.486], [-1.524, -1.629, -1.479], [-0.658, -1.212, 0.791], [-1.644, -1.017, 0.858], [-0.080, -1.783, 1.990], [-0.846, -2.231, 2.631], [0.676, -0.709, 2.789], [1.651, -0.040, 2.039], [1.225, 0.445, 1.313], [1.203, -1.188, 3.619], [-0.053, 0.002, 3.201], [0.599, -2.578, 1.676], [0.033, 0.207, -3.175], [-0.759, -0.540, -3.166], [0.370, 0.355, -4.201], [-0.538, 1.538, -2.665], [-1.415, 1.357, -1.518], [-0.889, 1.509, -0.258], [0.308, 1.659, -0.078], [-1.855, 1.515, 0.855], [-1.468, 1.924, 2.114], [-2.363, 1.850, 3.186], [-3.624, 1.343, 3.007], [-4.062, 0.930, 1.731], [-5.351, 0.408, 1.493], [-5.735, 0.041, 0.229], [-4.865, 0.201, -0.855], [-3.596, 0.703, -0.660], [-3.168, 1.049, 0.637], [-2.713, 0.942, -1.812], [-3.084, 0.847, -2.959], [-5.172, -0.057, -1.856], [-6.722, -0.363, 0.059], [-6.032, 0.306, 2.326], [-4.306, 1.263, 3.841], [-2.046, 2.182, 4.163], [-0.467, 2.305, 2.256], [0.270, 2.207, -2.362], [-1.142, 1.999, -3.450], [2.560, 1.012, -3.423], [6.595, 1.266, -2.110], [5.781, 0.994, -0.549]], "forces_ev_per_angstrom": [[0.49, 0.05, 0.15], [-0.02, 0.12, -0.01], [-0.36, -0.14, -0.07], [-0.19, -0.02, -0.02], [0.05, -0.19, 0.24], [0.01, -0.02, -0.18], [-0.35, -0.36, 0.08], [0.41, -0.05, 0.03], [-0.20, 0.02, 0.01], [-0.01, 0.14, -0.35], [-0.02, -0.07, 0.24], [0.03, -0.04, -0.03], [-0.08, -0.06, 0.01], [0.01, 0.02, 0.00], [0.18, -0.07, 0.17], [-0.31, -0.09, 0.62], [0.26, 0.18, 0.04], [0.12, 0.18, -0.07], [0.13, -0.40, -0.90], [-0.25, -0.01, -0.15], [0.61, 0.13, 0.42], [0.02, -0.03, -0.11], [-0.34, -0.28, 0.10], [0.16, 0.16, -0.20], [-0.03, 0.02, 0.01], [-0.14, 0.02, 0.02], [0.07, -0.12, 0.07], [-0.02, -0.03, 0.23], [-0.19, 0.23, 0.06], [0.10, 0.13, -0.23], [0.00, -0.02, 0.00], [0.17, 0.06, -0.47], [0.19, 0.07, -0.26], [0.25, 0.23, 0.29], [-0.11, 0.17, -0.04], [-0.09, 0.20, 0.61], [0.01, -0.04, -0.65], [-0.28, -0.06, 0.17], [0.17, 0.07, 0.07], [0.18, 0.00, -0.24], [-0.07, -0.06, -0.16], [-0.11, 0.02, 0.31], [0.55, 0.18, -0.12], [-0.59, -0.25, 0.14], [-0.12, 0.04, 0.14], [-0.21, 0.22, -0.06], [0.02, -0.14, 0.02], [-0.01, -0.01, -0.10], [-0.08, -0.03, 0.01], [-0.08, -0.02, 0.07], [-0.06, 0.00, 0.09], [0.00, 0.02, 0.08], [0.11, -0.02, -0.01], [-0.14, -0.04, -0.06], [0.14, -0.02, 0.14], [0.01, 0.09, -0.12], [-0.04, -0.04, 0.06], [0.02, -0.02, -0.07]], "nbo_charge": [-0.241, 0.188, -0.489, 0.299, -0.266, 0.117, -0.412, -0.184, 0.217, -0.508, -0.263, 0.209, 0.197, 0.173, 0.229, 2.319, -0.937, -0.959, -0.894, 0.412, -0.257, 0.200, -0.062, -0.745, 0.504, 0.179, 0.156, 0.217, -0.466, 0.261, 0.222, -0.216, -0.474, 0.708, -0.624, -0.166, -0.137, -0.226, -0.153, -0.091, -0.144, -0.220, -0.111, -0.163, 0.045, 0.705, -0.570, 0.243, 0.223, 0.215, 0.218, 0.223, 0.242, 0.228, 0.234, 0.223, 0.189, 0.183], "e_above_lowest_ev": 0.373, "energy_ha": -1963.365408, "total_charge": 0, "smiles": "COc1cc(CCN2C(=O)c3cccc4cccc(c34)C2=O)c(S(=O)(=O)NCCO)cc1OC", "orbital_gap_ha": 0.269}


{"formula": "C24H24N3O6", "method": "the ωB97M-V functional and the def2-TZVPD basis", "elements": ["C", "O", "C", "C", "C", "C", "C", "C", "C", "O", "N", "C", "C", "O", "N", "C", "C", "O", "C", "C", "H", "H", "H", "H", "H", "H", "H", "H", "H", "H", "H", "H", "H", "H", "C", "C", "C", "C", "C", "C", "C", "O", "C", "O", "N", "C", "C", "H", "H", "H", "H", "H", "H", "H", "H", "H", "H"], "xyz": [[-1.188, -4.389, -5.004], [0.038, -3.739, -4.587], [-0.023, -2.708, -3.698], [1.205, -2.288, -3.131], [1.201, -1.407, -2.062], [0.002, -0.860, -1.575], [0.041, 0.015, -0.291], [-1.309, 0.167, 0.327], [-1.718, 1.355, 1.038], [-0.977, 2.226, 1.524], [-3.112, 1.536, 1.136], [-3.627, 2.849, 1.446], [-4.041, 0.488, 1.070], [-5.249, 0.665, 1.196], [-3.466, -0.781, 0.892], [-4.339, -1.920, 1.017], [-2.096, -1.010, 0.631], [-1.673, -2.172, 0.655], [-1.181, -1.135, -2.257], [-1.225, -2.092, -3.274], [-0.839, -5.222, -5.617], [-1.761, -4.763, -4.141], [-1.812, -3.714, -5.609], [2.129, -2.719, -3.512], [2.146, -1.151, -1.580], [0.697, -0.517, 0.423], [-4.561, 2.738, 1.998], [-2.871, 3.383, 2.024], [-3.826, 3.391, 0.511], [-4.216, -2.578, 0.153], [-4.084, -2.472, 1.929], [-5.361, -1.549, 1.079], [-2.101, -0.613, -1.981], [-2.191, -2.385, -3.695], [4.782, -0.091, 3.987], [3.947, -0.810, 3.126], [3.059, -0.138, 2.275], [2.999, 1.263, 2.292], [1.956, 1.990, 1.474], [1.920, 1.701, -0.037], [2.081, 2.969, -0.865], [0.762, 3.331, -1.339], [-0.071, 2.266, -1.217], [-1.236, 2.244, -1.591], [0.629, 1.228, -0.573], [3.846, 1.984, 3.153], [4.741, 1.312, 3.987], [5.458, -0.620, 4.661], [3.972, -1.900, 3.110], [2.401, -0.691, 1.597], [0.952, 1.776, 1.868], [2.103, 3.070, 1.598], [2.669, 0.943, -0.305], [2.481, 3.822, -0.306], [2.736, 2.766, -1.726], [3.799, 3.078, 3.147], [5.402, 1.880, 4.643]], "forces_ev_per_angstrom": [[0.80, 0.58, 0.31], [-0.60, -0.53, -0.57], [-0.47, 0.77, 1.04], [-0.68, -0.37, -0.36], [-0.52, 0.10, 0.02], [0.07, -0.06, 0.12], [-1.00, -2.76, 0.61], [-1.54, -0.36, 1.66], [0.66, -0.86, -0.82], [-0.37, 0.08, -0.41], [-1.13, -1.13, 0.41], [-0.08, 0.25, -0.03], [1.23, 0.02, -0.25], [0.41, -0.05, -0.02], [-0.67, 1.15, 0.24], [-0.02, -0.30, 0.16], [1.02, 1.14, -0.49], [-0.27, 0.01, -0.26], [0.06, -0.08, 0.03], [0.83, -0.38, -0.35], [-0.20, 0.08, 0.07], [0.19, 0.17, -0.20], [0.14, -0.16, 0.18], [-0.18, 0.01, 0.12], [-0.18, -0.07, -0.06], [0.06, 0.02, -0.33], [0.13, 0.10, -0.03], [-0.16, -0.05, -0.09], [0.01, 0.03, 0.22], [-0.02, 0.01, 0.18], [-0.12, -0.11, -0.20], [0.11, -0.09, -0.02], [0.34, -0.28, 0.13], [0.41, 0.17, 0.06], [-0.15, 0.22, -0.14], [-0.14, 0.25, -0.18], [0.45, 0.20, 0.31], [-0.13, 0.04, 0.05], [-0.10, 0.02, 0.31], [-0.63, -0.53, -0.19], [0.07, 0.14, -0.72], [0.40, 0.00, 0.06], [-0.83, -1.52, 0.65], [2.10, 0.42, 0.07], [1.05, 4.31, -1.22], [0.03, -0.44, -0.23], [-0.15, -0.27, -0.10], [-0.15, 0.15, -0.21], [0.04, 0.26, 0.07], [0.24, 0.12, 0.33], [0.24, 0.08, -0.03], [-0.11, -0.21, 0.14], [0.09, 0.29, 0.09], [-0.14, -0.24, -0.09], [-0.29, 0.22, 0.03], [0.02, -0.39, 0.06], [-0.16, -0.17, -0.13]], "nbo_charge": [-0.253, -0.515, 0.299, -0.280, -0.212, 0.076, -0.059, -0.416, 0.681, -0.729, -0.476, -0.414, 0.808, -0.686, -0.483, -0.408, 0.648, -0.705, -0.186, -0.315, 0.190, 0.185, 0.175, 0.210, 0.197, 0.200, 0.216, 0.229, 0.193, 0.201, 0.193, 0.230, 0.237, 0.209, -0.240, -0.205, -0.214, -0.019, -0.477, -0.040, -0.062, -0.504, 0.912, -0.624, -0.471, -0.163, -0.234, 0.205, 0.210, 0.217, 0.306, 0.201, 0.198, 0.186, 0.176, 0.197, 0.204], "e_above_lowest_ev": 0.000, "energy_ha": -1544.785732, "total_charge": -1, "smiles": "COc1ccc([C@H](c2c([O-])n(C)c(=O)n(C)c2=O)N2C(=O)OC[C@H]2Cc2ccccc2)cc1", "orbital_gap_ha": 0.241}


{"formula": "C24H24N4O4S2", "method": "the ωB97M-V functional and the def2-TZVPD basis", "elements": ["O", "S", "O", "N", "C", "H", "C", "H", "O", "C", "H", "C", "H", "H", "H", "H", "H", "C", "C", "C", "C", "C", "C", "H", "H", "N", "C", "S", "N", "N", "C", "C", "C", "C", "C", "C", "C", "H", "H", "H", "O", "C", "C", "C", "C", "C", "C", "H", "H", "H", "H", "H", "H", "H", "H", "H", "H", "H"], "xyz": [[-1.883, -0.586, 1.857], [-2.041, 0.829, 1.709], [-2.543, 1.573, 2.831], [-3.018, 1.081, 0.354], [-4.282, 0.376, 0.488], [-4.050, -0.669, 0.686], [-5.066, 0.546, -0.812], [-6.053, 0.090, -0.733], [-5.285, 1.910, -1.093], [-4.070, 2.611, -1.189], [-4.332, 3.652, -1.382], [-3.249, 2.488, 0.098], [-2.282, 2.980, -0.018], [-3.791, 2.948, 0.936], [-3.475, 2.216, -2.027], [-4.503, 0.082, -1.635], [-4.862, 0.786, 1.327], [-0.499, 1.555, 1.178], [0.013, 2.630, 1.882], [1.212, 3.188, 1.488], [1.909, 2.658, 0.400], [1.365, 1.593, -0.319], [0.160, 1.041, 0.077], [-0.290, 0.222, -0.462], [1.880, 1.213, -1.186], [3.097, 3.288, 0.032], [4.289, 2.820, -0.411], [5.445, 3.905, -0.891], [4.622, 1.508, -0.421], [3.884, 0.473, 0.002], [4.470, -0.651, 0.150], [3.775, -1.868, 0.500], [2.382, -1.941, 0.467], [1.747, -3.154, 0.693], [2.500, -4.277, 1.040], [3.877, -4.193, 1.115], [4.520, -3.006, 0.818], [5.598, -2.952, 0.842], [4.453, -5.066, 1.382], [1.985, -5.204, 1.239], [0.394, -3.322, 0.644], [-0.373, -2.750, -0.334], [0.129, -2.245, -1.529], [-0.743, -1.755, -2.487], [-2.109, -1.787, -2.279], [-2.608, -2.321, -1.100], [-1.750, -2.791, -0.128], [-2.118, -3.196, 0.800], [-3.675, -2.380, -0.946], [-2.781, -1.416, -3.038], [-0.343, -1.359, -3.410], [1.192, -2.251, -1.723], [1.814, -1.048, 0.259], [5.551, -0.742, -0.018], [5.600, 1.345, -0.683], [3.128, 4.286, 0.206], [1.624, 4.029, 2.026], [-0.540, 3.004, 2.729]], "forces_ev_per_angstrom": [[0.04, -0.17, -0.12], [0.07, 0.20, -0.34], [0.11, 0.24, -0.04], [0.87, -0.22, 0.61], [-0.45, -0.32, -0.04], [-0.21, -0.05, -0.05], [0.15, -0.17, 0.23], [0.11, -0.06, 0.01], [-0.23, 0.05, 0.03], [0.39, 0.11, 0.13], [0.12, -0.06, 0.01], [-0.24, 0.58, -0.26], [-0.10, 0.13, -0.07], [0.04, 0.03, -0.10], [-0.04, 0.07, 0.02], [-0.05, -0.02, 0.03], [-0.04, -0.08, -0.08], [-0.54, -0.07, 0.27], [-0.22, -0.03, 0.06], [0.17, -0.16, -0.21], [-0.67, -0.27, 0.27], [-0.26, 0.13, 0.01], [0.08, 0.00, -0.10], [0.02, -0.13, -0.18], [-0.03, -0.01, -0.07], [0.13, 0.07, 0.07], [0.14, 0.25, 0.10], [0.38, 0.32, -0.15], [0.87, -0.08, -0.32], [-0.51, -0.71, 0.49], [0.55, 0.86, -0.27], [-0.41, -0.78, 0.21], [-0.05, -0.11, 0.11], [0.59, -0.01, 0.02], [-0.22, 0.15, -0.08], [-0.08, -0.05, -0.01], [-0.05, 0.35, -0.06], [0.12, 0.02, -0.01], [0.04, -0.07, 0.02], [-0.07, -0.10, 0.01], [-0.09, -0.03, 0.30], [-0.36, 0.06, -0.48], [0.23, -0.15, 0.18], [-0.09, 0.03, -0.04], [-0.05, 0.06, -0.14], [0.07, -0.02, -0.03], [0.30, -0.06, 0.07], [-0.05, -0.04, 0.14], [-0.10, 0.00, 0.05], [-0.06, 0.03, -0.06], [0.03, 0.02, -0.07], [0.02, 0.01, -0.01], [-0.08, 0.05, -0.07], [-0.05, 0.06, 0.00], [-0.40, 0.16, 0.03], [0.10, -0.21, -0.18], [0.06, 0.06, 0.08], [-0.01, 0.12, 0.10]], "nbo_charge": [-0.937, 2.317, -0.947, -0.661, -0.274, 0.237, -0.073, 0.202, -0.519, -0.072, 0.201, -0.271, 0.220, 0.200, 0.166, 0.168, 0.195, -0.358, -0.161, -0.240, 0.163, -0.159, -0.198, 0.249, 0.224, -0.594, 0.282, -0.250, -0.422, -0.236, 0.046, -0.007, -0.273, 0.303, -0.233, -0.192, -0.228, 0.213, 0.220, 0.230, -0.490, 0.372, -0.329, -0.193, -0.245, -0.201, -0.243, 0.233, 0.212, 0.213, 0.214, 0.228, 0.242, 0.160, 0.396, 0.429, 0.222, 0.250], "e_above_lowest_ev": 0.327, "energy_ha": -2245.269641, "total_charge": 0, "smiles": "O=S(=O)(c1ccc(NC(=S)N/N=C/c2cccc(Oc3ccccc3)c2)cc1)N1CCOCC1", "orbital_gap_ha": 0.292}